[1]
Below is a single C5H6 molecule, with properties calculated with the ωB97M-V functional and the def2-TZVPD basis.

Last column: natural (NBO) charge in e.
Cartesian coordinates (Å):
C1 2.2286 0.1029 -0.1817  -0.27
C2 1.0810 -0.1729 0.1950  0.00
C3 -0.3108 -0.0599 0.6424  -0.31
C4 -1.2154 0.8188 -0.2151  -0.39
C5 -1.2989 -0.6959 -0.3177  -0.40
H1 3.2566 -0.0452 -0.6041  0.25
H2 -0.5066 -0.1045 1.6992  0.24
H3 -1.9548 1.4361 0.1876  0.22
H4 -0.6038 1.2576 -0.9626  0.22
H5 -1.0174 -1.2831 -1.1952  0.23
H6 -2.0804 -1.2193 0.1367  0.21

Calculated values
Orbital gap, eV: 10.64
Lowest unoccupied orbital energy, eV: 1.2032
HOMO energy, Ha: -0.3468
Multiplicity: 1
DFT total energy, eV: -5278.960

[2]
Below is a gas-phase ion, C9H11N2S2 (charge +1), with properties calculated with the ωB97M-V functional and the def2-TZVPD basis.

Last column: natural (NBO) charge in e.
Cartesian coordinates (Å):
C1 -0.9142 3.2580 0.1077  -0.16
C2 0.4613 3.2299 -0.0907  -0.16
C3 -1.6255 2.0739 0.3053  -0.20
C4 1.0321 1.9790 -0.1825  -0.19
C5 0.5387 -1.5794 -0.5565  0.03
C6 -0.9931 0.7822 0.0851  0.07
C7 0.3600 0.7958 -0.1528  0.13
C8 -3.2419 -2.3126 0.5568  -0.83
C9 3.5903 -1.8538 -0.2230  -0.79
N1 -1.6166 -0.3835 0.3380  -0.48
N2 1.1359 -0.4718 -0.4108  -0.46
S1 -2.9534 -0.7871 -0.2743  0.95
S2 2.8825 -0.2393 -0.0498  0.40
H1 -1.4162 4.1966 0.0737  0.24
H2 1.0953 3.9800 -0.2931  0.23
H3 -2.6258 2.2404 0.4733  0.23
H4 2.0801 1.9032 -0.4079  0.24
H5 1.0350 -2.5220 -0.5014  0.18
H6 -4.3193 -2.3989 0.8050  0.27
H7 -2.7012 -2.5068 1.4710  0.28
H8 -3.0377 -3.0737 -0.2267  0.27
H9 3.0548 -2.3301 0.5369  0.23
H10 4.6683 -1.8377 -0.0369  0.28
H11 3.5106 -2.1423 -1.3463  0.25

Calculated values
Orbital gap (spin up / spin down), eV: 5.95 / 5.89
Lowest unoccupied orbital energy (spin up / spin down), eV: -5.8495 / -5.8682
HOMO energy (spin up / spin down), Ha: -0.4336 / -0.4321
Multiplicity: 1
DFT total energy, eV: -34149.863
Charge: +1

[3]
Below is a single C9H11N3 molecule, with properties calculated with the ωB97M-V functional and the def2-TZVPD basis.

Last column: natural (NBO) charge in e.
Cartesian coordinates (Å):
C1 -0.6735 2.4682 -0.6290  -0.20
C2 -1.4912 1.4659 -0.2437  -0.25
C3 0.7288 2.2506 -0.8198  -0.25
C4 -0.9629 0.1392 0.0775  -0.19
C5 1.2280 0.9992 -0.7878  -0.15
C6 0.3739 -0.1291 -0.5119  -0.10
C7 1.8340 -2.3411 -0.9744  -0.45
C8 0.4448 -2.8040 -0.5767  -0.45
C9 0.7568 -1.3826 -0.7323  0.12
N1 -0.0845 -0.9008 2.2176  -0.27
N2 -0.7390 -0.0657 1.7332  0.10
N3 -1.5586 0.8257 2.3723  -0.68
H1 -1.0739 3.4465 -0.8501  0.21
H2 -2.5600 1.6204 -0.1794  0.22
H3 1.3604 3.0943 -1.0500  0.21
H4 -1.6722 -0.6697 -0.1043  0.23
H5 2.2620 0.7910 -1.0179  0.22
H6 2.6270 -2.4083 -0.2416  0.23
H7 2.1623 -2.5232 -1.9869  0.22
H8 -0.1618 -3.2926 -1.3274  0.22
H9 0.2932 -3.1894 0.4220  0.24
H10 -1.3648 0.9252 3.3595  0.38
H11 -1.7288 1.6803 1.8508  0.39

Calculated values
Orbital gap, eV: 7.52
Lowest unoccupied orbital energy, eV: 0.0472
HOMO energy, Ha: -0.2747
Multiplicity: 1
DFT total energy, eV: -13976.521

[4]
Below is a molecular structure, C34H42BrCrN2O7SbSi3, with properties calculated with the ωB97M-V functional and the def2-TZVPD basis.

Last column: Mulliken spin population.
Cartesian coordinates (Å):
Cr1 -0.6495 0.4973 -1.3359  3.18
O1 -2.5749 5.0607 2.0736  0.01
C1 -2.4197 4.1568 1.3006  0.00
C2 -2.5287 2.7046 1.6744  0.00
O2 -3.0246 2.1942 2.6629  0.00
C3 -1.9195 1.9998 0.4537  0.00
C4 -1.6109 2.9041 -0.5302  0.01
O3 -0.9320 2.4438 -1.5676  0.00
C5 -1.8230 4.2750 -0.1097  0.00
O4 -1.4684 5.3707 -0.6199  0.01
O5 -1.7232 0.7415 0.2942  -0.05
C6 1.3884 -3.9356 0.8136  -0.01
Sb1 0.1535 -2.1819 0.8499  -0.01
C7 0.0894 -1.4940 -1.2238  0.02
C8 1.2129 -0.9738 -2.0688  -0.01
C9 2.4129 -1.5606 -2.4471  -0.02
C10 3.2924 -0.8251 -3.2267  0.01
C11 2.9216 0.4117 -3.7824  -0.01
C12 1.6553 0.8312 -3.4878  0.04
N1 0.8879 0.1535 -2.6468  -0.18
Si1 -0.9054 -2.6127 -2.3917  0.02
C13 -2.7042 -2.8061 -1.9610  0.01
C14 -0.6044 -2.0391 -4.1766  0.01
C15 -0.1067 -4.3497 -2.4008  0.00
C16 1.2331 -0.6068 2.1083  -0.01
C17 1.0854 0.8391 1.6210  0.01
C18 1.1998 1.8734 2.5533  0.00
C19 1.4386 3.1748 2.2103  0.00
C20 1.7242 3.4542 0.8920  0.00
C21 1.4423 2.4108 -0.0379  0.01
N2 1.0847 1.1526 0.3110  -0.03
Si2 3.0593 -0.9620 2.1826  0.00
C22 3.9860 0.3835 3.0526  0.00
C23 3.9035 -0.9360 0.5334  0.00
C24 3.6073 -2.4924 3.1292  0.00
Si3 0.3510 -0.9332 3.7504  0.00
C25 -1.2649 -0.0370 3.7147  0.00
C26 1.3571 -0.3645 5.2065  0.00
C27 0.3018 -2.7822 4.0517  0.00
H1 1.0013 -4.4059 -0.0534  0.00
H2 1.1039 -4.6261 1.6277  0.00
H3 2.4419 -3.8932 0.7431  0.00
H4 2.6718 -2.5697 -2.0518  0.00
H5 4.1974 -1.3492 -3.5289  0.00
H6 3.6047 0.9539 -4.4072  0.00
H7 1.1344 1.7055 -3.9347  0.00
H8 -3.1517 -1.8309 -1.8441  0.00
H9 -2.8622 -3.3340 -1.0188  0.00
H10 -3.2187 -3.3529 -2.7383  0.00
H11 -0.8039 -0.9490 -4.2898  0.00
H12 -1.2890 -2.6614 -4.7671  0.00
H13 0.4706 -2.2477 -4.4796  0.00
H14 -0.4539 -5.0298 -1.5597  0.00
H15 0.9664 -4.2028 -2.3946  0.00
H16 -0.4101 -4.8259 -3.3365  0.00
H17 1.2588 1.5635 3.6059  0.00
H18 1.5810 3.8692 2.9583  0.00
H19 1.9123 4.4188 0.5563  0.00
H20 1.3870 2.6783 -1.0542  0.00
H21 3.8831 1.3088 2.5188  0.00
H22 5.0070 0.0179 3.0832  0.00
H23 3.7617 0.6238 4.1428  0.00
H24 4.8970 -0.6372 0.7005  0.00
H25 3.3827 -0.2564 -0.1287  0.00
H26 3.8644 -1.8806 -0.0385  0.00
H27 3.2444 -2.3819 4.1573  0.00
H28 4.7094 -2.5631 3.0880  0.00
H29 3.1187 -3.4233 2.7241  0.00
H30 -1.9248 -0.2579 2.9155  0.00
H31 -1.0231 0.9974 3.5579  0.00
H32 -1.7179 -0.1539 4.6815  0.00
H33 1.1224 0.6389 5.5958  0.00
H34 2.4671 -0.5169 5.1875  0.00
H35 0.8986 -0.9684 5.9680  0.00
H36 -0.4220 -3.2586 3.3710  0.00
H37 -0.0281 -2.9702 5.0751  0.00
H38 1.2863 -3.2875 3.9469  0.00
Br1 -6.1533 4.5915 -4.9397  0.00
C28 -5.3830 3.5020 -3.6317  0.00
C29 -5.9809 3.4446 -2.3643  0.00
C30 -5.2833 2.6957 -1.3999  0.00
C31 -4.2112 1.8974 -1.7226  0.01
C32 -3.6646 1.9108 -3.0091  -0.01
C33 -4.2941 2.7128 -3.9756  0.00
C34 -2.5077 1.0653 -3.4439  0.00
O6 -2.0202 1.2354 -4.5375  -0.01
O7 -2.0983 0.1264 -2.5839  0.01
H39 -6.7765 4.0803 -2.0663  0.00
H40 -5.5589 2.7079 -0.3337  0.00
H41 -3.7523 1.2029 -0.9897  0.00
H42 -3.9129 2.7453 -5.0065  0.00

Calculated values
Orbital gap (spin up / spin down), eV: 7.36 / 7.50
Lowest unoccupied orbital energy (spin up / spin down), eV: 2.2613 / 2.2680
HOMO energy (spin up / spin down), Ha: -0.1875 / -0.1924
Multiplicity: 4
DFT total energy, eV: -181892.019
Charge: -1

Values of relative energy (zero: lowest compared OMol25 entry of this formula, charge and spin), in order: 51.6; 113.7; 133.2; 18.5, all in kcal/mol.